122
Properties=species:S:1:pos:R:3:forces:R:3 method="wB97M-V/def2-TZVPD" multiplicity=1 homo_energy_ha=-0.460 max_force_ha_per_bohr=0.0284 energy_ev=-102809.015 charge=+2 orbital_gap_ha=0.25033
Ba 0.46063 -0.12568 0.44247 -1.40 -0.43 0.01
I -0.79778 7.18351 2.35306 -0.02 -0.22 0.02
I -1.28491 4.68652 3.14579 0.01 0.17 0.08
P -0.13511 0.55192 -2.98131 0.17 0.21 -0.66
O 1.15578 2.19823 -0.27128 -0.04 0.58 -0.18
O -2.40769 2.37262 -0.50766 0.06 -0.23 0.08
N -4.98771 0.12378 3.31810 -0.06 -0.23 0.07
N -4.83153 1.43053 3.09201 0.15 0.12 -0.11
N -1.38604 -0.37377 -3.71508 0.01 -0.16 0.24
N 2.86168 -0.60532 -0.88953 0.18 -0.05 -0.05
N -2.95422 -2.36059 1.66101 -0.03 0.11 0.05
N -4.37860 -4.01919 3.39067 -0.07 -0.05 0.06
N 2.13820 4.20447 -0.62194 0.03 -0.07 -0.06
N 2.09750 0.67324 2.32037 0.60 0.20 0.49
N -3.28087 0.48883 1.90434 0.08 -0.18 -0.29
N -0.64057 -0.42196 3.29554 0.11 0.06 -0.12
N -2.64761 -0.43583 -1.76786 0.07 0.23 -0.09
N -0.11871 4.07928 -0.17586 -0.01 -0.14 -0.16
N 0.42221 -2.78894 -0.24646 0.07 -0.25 -0.02
N 2.01380 -2.17996 2.13967 -0.05 0.09 -0.02
C 2.44553 0.70622 -3.95963 -0.07 -0.02 0.04
C 3.27459 -1.45714 2.35130 -0.05 0.01 0.03
C 2.20155 -3.38418 1.32487 0.06 0.03 -0.07
C 1.03743 -3.76003 0.43329 0.02 -0.25 0.04
C -4.40452 -2.26760 -2.89810 0.07 0.00 0.02
C -0.01331 4.58175 -3.75521 -0.01 0.02 0.00
C -0.76665 -1.55630 3.98995 -0.10 -0.07 0.09
C 0.69698 -5.09832 0.26066 -0.04 0.01 -0.01
C -1.12502 0.69519 3.83165 -0.01 -0.02 0.14
C 2.15129 5.65320 -0.69094 -0.09 0.06 0.04
C -1.75681 0.74952 5.06133 -0.02 0.12 0.00
C -4.03627 -0.42043 2.58418 0.00 0.46 0.06
C 3.44718 1.63300 4.54196 -0.03 0.00 -0.07
C -2.80609 -3.68160 1.65317 -0.01 -0.08 0.01
C -4.56277 -2.70951 3.38142 0.05 0.04 -0.06
C -1.33169 4.89858 -4.05481 0.03 0.02 0.01
C -2.29697 3.90334 -4.03930 -0.07 0.05 0.02
C 1.87748 -0.00803 -6.56680 -0.07 -0.06 -0.04
C 3.79006 0.31196 -0.60407 0.15 0.03 0.00
C 3.71671 0.36966 4.03811 -0.01 0.02 -0.01
C 0.86205 0.02615 -5.62319 0.04 0.04 0.00
C 2.48406 2.41076 3.91657 0.01 0.00 0.03
C 5.42604 -0.77483 -1.95698 -0.09 0.00 0.04
C -3.81303 1.63834 2.23892 -0.15 0.05 0.13
C -2.47048 -0.86791 -3.02066 -0.09 -0.04 0.17
C -0.92077 -4.42689 -1.36530 0.12 -0.14 0.00
C 1.13577 0.37197 -4.30026 0.04 -0.07 0.13
C 3.20009 -1.59589 -1.71691 0.01 -0.03 -0.01
C 1.45106 -2.52533 3.45467 -0.13 -0.11 0.02
C -4.59191 -1.82721 -1.59064 -0.05 -0.03 0.01
C 4.46392 -1.72299 -2.26893 0.08 -0.01 -0.03
C -1.41759 -1.60227 5.21834 -0.07 0.05 0.06
C -3.69505 -0.91761 -1.07874 -0.02 0.03 0.00
C -0.52520 -3.12457 -1.12392 -0.19 0.07 -0.09
C 3.17910 0.30900 -6.21038 0.07 0.05 0.01
C -3.33685 -1.78948 -3.62459 0.01 -0.02 -0.03
C 3.46052 0.67746 -4.90428 0.00 0.00 0.01
C 1.84199 1.88637 2.80957 0.07 0.07 0.06
C 5.07809 0.26979 -1.11112 0.02 -0.03 -0.01
C -1.92283 -0.43291 5.76518 0.06 -0.06 -0.12
C -0.06915 -2.76502 3.43380 0.16 0.13 0.04
C -3.49801 -4.50966 2.52403 0.03 0.08 -0.02
C 0.33388 3.27924 -3.43356 -0.04 -0.04 -0.01
C -1.94976 2.59713 -3.72273 0.04 -0.02 0.02
C 3.01689 -0.08233 2.92652 0.22 -0.02 0.21
C 1.05032 3.44525 -0.37530 0.28 0.18 0.15
C -0.63075 2.27396 -3.41980 -0.13 -0.06 0.08
C -0.29308 -5.43697 -0.64919 -0.01 0.08 -0.03
C -3.83814 -1.86986 2.52812 0.02 -0.36 0.07
H 2.66118 1.01162 -2.94295 0.07 -0.05 0.05
H 3.96769 0.28650 -6.95076 -0.01 -0.01 0.00
H 5.79737 1.02996 -0.83786 -0.01 0.01 0.00
H -2.10676 1.69724 5.44963 -0.03 -0.03 0.02
H 3.48215 1.10179 0.07284 0.01 0.02 -0.04
H -0.99868 -2.30053 -1.64948 0.03 -0.07 0.05
H -2.70960 1.82541 -3.73052 -0.01 -0.02 -0.02
H 2.23282 3.39918 4.27575 -0.01 0.00 0.00
H -0.94772 3.48986 -0.23233 -0.04 0.05 -0.04
H 3.14004 5.98329 -0.99636 0.00 -0.02 -0.01
H 1.65810 -1.70130 4.13712 0.02 0.01 -0.01
H 4.68670 -2.54928 -2.92987 -0.02 0.01 0.00
H -0.32151 -3.64383 4.02597 -0.04 -0.02 -0.04
H -3.32285 4.14614 -4.28625 0.00 -0.03 -0.01
H 4.47124 0.93796 -4.61743 0.00 0.02 -0.01
H -2.10890 -4.08764 0.93016 0.01 -0.04 0.05
H 1.20037 -5.86801 0.83082 0.03 0.03 0.02
H 1.08663 2.46569 2.28597 0.03 0.03 0.01
H -0.39673 -2.93721 2.40935 -0.04 -0.05 0.01
H -1.18373 -0.85511 -4.57481 -0.05 0.10 -0.11
H -0.57560 -6.47184 -0.79197 0.02 0.00 -0.01
H -5.29443 -2.30100 4.06709 0.03 0.03 0.01
H -3.34125 -5.58174 2.53724 0.01 0.01 -0.07
H 3.05741 -3.22651 0.66165 0.00 0.03 0.02
H -2.30074 1.50355 -0.94463 -0.25 0.13 0.02
H -2.42210 -0.44818 6.72469 -0.01 0.02 0.00
H 1.64309 -0.27276 -7.58958 0.02 0.00 0.00
H 0.74700 5.35244 -3.79335 0.02 -0.02 -0.02
H 3.94527 -2.00812 3.02436 0.04 0.02 -0.03
H 3.78505 -1.34297 1.39430 -0.01 -0.08 0.00
H 2.42411 -2.31860 -1.94421 0.00 0.01 0.01
H 3.00210 3.70452 -0.73277 -0.01 -0.06 0.02
H -1.59848 5.91369 -4.31852 -0.01 -0.01 0.00
H 1.43546 6.01992 -1.43012 0.03 0.00 -0.02
H -3.16589 -2.10629 -4.64527 0.00 0.01 -0.01
H 1.36826 3.03824 -3.22373 0.04 0.04 0.01
H -3.48771 2.60976 1.90230 -0.07 0.00 0.00
H -0.22446 5.03193 -0.48563 0.02 -0.01 0.05
H 6.42768 -0.84708 -2.35968 -0.01 0.00 -0.02
H -1.01235 1.60083 3.24214 0.03 -0.01 -0.01
H -3.79100 -0.54501 -0.06910 0.01 0.03 -0.06
H -1.51879 -2.53995 5.74878 0.03 -0.03 -0.04
H -3.20784 2.75174 -0.88824 0.07 -0.04 -0.10
H 1.92257 6.10400 0.27718 -0.02 -0.01 -0.01
H -0.14493 -0.18216 -5.96203 0.00 0.02 -0.02
H 4.45802 -0.26380 4.50698 -0.02 -0.02 0.00
H 3.97659 1.99856 5.41173 0.00 0.01 0.00
H -5.08839 -2.97998 -3.34068 0.00 0.01 -0.03
H -5.45400 2.09266 3.52439 -0.01 0.04 0.00
H -5.42041 -2.17858 -0.99233 0.01 0.01 0.02
H -1.69777 -4.64246 -2.08533 0.00 0.04 -0.01
H 1.97164 -3.40290 3.86265 0.01 0.00 -0.06
H 2.44577 -4.24832 1.95442 0.08 0.00 -0.02